[1]
Formula: C44H40AsINPd
Source: the OMol25 dataset
Level of theory: ωB97M-V with the def2-TZVPD basis set

- LUMO energy (alpha / beta): -2.09 / -5.05 eV
- Total energy: -4416.4291 Eh
- ΔE to the lowest compared entry with this formula, charge and spin: 28.59 kJ/mol
- Strongest force on any atom: 0.45 eV/Å
- HOMO energy (alpha / beta): -10.387 / -10.468 eV

```
! RIJCOSX wB97M-V def2-TZVPD def2/J DEFGRID3
* xyz 1 5
Pd -1.534 1.083 0.292
I -0.379 3.284 1.523
C -0.037 4.082 -0.376
C 0.605 5.280 -0.443
C 0.810 5.876 -1.710
C 0.355 5.257 -2.834
C -0.313 4.008 -2.766
C -0.786 3.371 -3.944
C -1.419 2.168 -3.882
C -1.604 1.529 -2.629
C -1.161 2.118 -1.486
C -0.514 3.380 -1.509
H 0.948 5.782 0.452
H 1.324 6.825 -1.773
H 0.499 5.713 -3.807
H -0.635 3.865 -4.897
H -1.782 1.689 -4.782
H -2.098 0.565 -2.607
C -6.097 3.384 3.190
C -5.032 3.911 2.419
C -4.157 3.079 1.787
C -4.289 1.671 1.895
C -3.411 0.743 1.287
C -3.608 -0.602 1.342
C -4.705 -1.118 2.083
C -5.554 -0.265 2.718
C -5.373 1.142 2.640
C -6.265 2.036 3.288
H -6.784 4.055 3.689
H -4.918 4.983 2.324
H -3.366 3.486 1.171
H -2.933 -1.303 0.867
H -4.852 -2.189 2.136
H -6.395 -0.648 3.285
H -7.091 1.624 3.857
C 0.566 -3.208 -5.759
C 0.661 -2.459 -4.456
C -0.357 -2.515 -3.515
C -0.279 -1.851 -2.294
C -1.442 -1.996 -1.346
C 0.884 -1.130 -2.007
As 1.258 -0.143 -0.379
N -0.143 -0.416 0.853
C -0.175 -1.062 2.047
C 0.359 -2.368 2.176
C 0.274 -3.038 3.375
C -0.318 -2.424 4.480
C -0.843 -1.134 4.373
C -0.786 -0.462 3.174
C 2.761 -1.046 0.487
C 3.451 -0.211 1.382
C 3.078 1.241 1.607
C 4.517 -0.727 2.114
C 4.925 -2.046 1.983
C 6.082 -2.595 2.777
C 4.235 -2.852 1.086
C 3.160 -2.389 0.334
C 2.533 -3.397 -0.604
C 1.901 -0.995 -2.966
C 3.106 -0.100 -2.775
C 1.771 -1.676 -4.169
H -0.380 -3.739 -5.846
H 1.372 -3.938 -5.845
H 0.653 -2.529 -6.609
H -1.251 -3.090 -3.736
H -2.312 -2.394 -1.866
H -1.740 -1.038 -0.922
H -1.215 -2.665 -0.511
H 0.799 -2.841 1.313
H 0.669 -4.041 3.459
H -0.378 -2.955 5.421
H -1.304 -0.663 5.231
H -1.201 0.532 3.081
H 3.046 1.812 0.679
H 3.804 1.713 2.267
H 2.094 1.340 2.078
H 5.041 -0.074 2.806
H 6.419 -1.886 3.532
H 6.929 -2.820 2.125
H 5.806 -3.524 3.280
H 4.539 -3.888 0.967
H 2.696 -4.404 -0.219
H 2.988 -3.349 -1.595
H 1.467 -3.257 -0.751
H 3.575 -0.205 -1.798
H 2.828 0.950 -2.900
H 3.868 -0.330 -3.517
H 2.562 -1.582 -4.906
*
```

***

[2]
Formula: C22H15N3PdSTe
Source: the OMol25 dataset
Level of theory: ωB97M-V with the def2-TZVPD basis set

- LUMO energy: 4.84 eV
- Total energy: -1805.7159 Eh
- ΔE to the lowest compared entry with this formula, charge and spin: 0.00 kJ/mol
- Strongest force on any atom: 0.25 eV/Å
- HOMO energy: 0.419 eV

```
! RIJCOSX wB97M-V def2-TZVPD def2/J DEFGRID3
* xyz -2 1
Pd -1.539 0.805 -0.022
C 2.619 0.301 -3.238
C 2.011 -0.257 -2.094
N 1.625 0.450 -1.068
C 1.784 1.793 -1.099
C 2.431 2.452 -2.176
C 2.842 1.648 -3.264
C 2.636 3.852 -2.142
C 2.180 4.555 -1.055
C 1.508 3.929 0.002
C 1.250 2.556 0.015
N 0.468 1.920 0.919
C 0.434 2.258 2.205
C 1.446 2.916 2.934
C 1.358 3.116 4.313
C 0.276 2.701 5.054
C -0.786 2.046 4.381
C -1.939 1.580 5.048
C -2.934 0.965 4.342
C -2.791 0.815 2.951
N -1.730 1.231 2.300
C -0.724 1.831 2.978
H 2.899 -0.336 -4.069
H 1.837 -1.329 -2.038
H 3.320 2.126 -4.114
H 3.136 4.339 -2.972
H 2.316 5.632 -1.011
H 1.120 4.537 0.809
H 2.335 3.249 2.414
H 2.186 3.614 4.809
H 0.215 2.862 6.124
H -2.012 1.720 6.123
H -3.831 0.596 4.827
H -3.565 0.344 2.357
Te -2.606 -0.117 -2.093
C -4.637 -0.495 -1.551
C -5.659 -1.090 -2.250
C -6.898 -1.142 -1.543
C -6.819 -0.579 -0.304
S -5.223 0.014 -0.015
H -5.515 -1.484 -3.248
H -7.806 -1.582 -1.941
H -7.605 -0.489 0.431
*
```

***

[3]
Formula: C8H12N5
Source: the OMol25 dataset
Level of theory: ωB97M-V with the def2-TZVPD basis set

- LUMO energy: -5.02 eV
- Total energy: -585.4144 Eh
- ΔE to the lowest compared entry with this formula, charge and spin: 433.01 kJ/mol
- Strongest force on any atom: 4.53 eV/Å
- HOMO energy: -13.263 eV

```
! RIJCOSX wB97M-V def2-TZVPD def2/J DEFGRID3
* xyz 1 1
C -3.158 -1.409 0.363
C -2.522 -1.094 1.527
C -2.712 -0.975 -0.890
C -1.456 -0.204 1.553
C -1.493 -0.218 -0.876
C -0.870 0.186 0.320
C 2.016 2.267 0.091
C 1.361 0.603 -1.612
N 2.651 -1.152 0.850
N 3.709 -0.888 1.071
N 1.547 -1.423 0.479
N 0.158 1.088 0.390
N 1.071 1.262 -0.392
H -3.906 -2.133 0.549
H -2.890 -1.586 2.412
H -3.350 -0.912 -1.710
H -0.981 0.103 2.459
H -1.212 0.238 -1.818
H 1.753 2.605 1.030
H 2.974 1.610 0.055
H 1.939 3.059 -0.664
H 0.888 -0.470 -1.745
H 1.018 1.259 -2.498
H 2.410 0.492 -1.810
H 1.054 -2.308 0.867
*
```